Record 1
{
  "formula": "C46H54N3P2RuSSe",
  "method": "the ωB97M-V functional and the def2-TZVPD basis",
  "charge": 0,
  "de_lowest_ev": 0.000,
  "spin_multiplicity": 2,
  "gap_ev": [6.0, 5.7],
  "e_homo_ha": [-0.22448, -0.21484],
  "symbols": ["Ru", "N", "C", "C", "C", "C", "C", "C", "N", "C", "C", "C", "S", "C", "N", "H", "H", "H", "H", "H", "H", "H", "C", "C", "C", "C", "C", "C", "P", "C", "C", "C", "C", "C", "C", "C", "C", "C", "C", "C", "C", "H", "H", "H", "H", "H", "H", "H", "H", "H", "H", "H", "H", "H", "H", "Se", "C", "C", "C", "C", "C", "C", "P", "C", "C", "C", "C", "C", "C", "C", "C", "C", "C", "C", "C", "H", "H", "H", "H", "H", "H", "H", "H", "H", "H", "H", "H", "H", "H", "H", "H", "H", "H", "H", "H", "H", "H", "H", "H", "H", "H", "H", "H", "H", "H", "H", "H", "H"],
  "coordinates": [[-1.474, -0.684, 0.147], [-3.184, 3.060, 1.380], [-2.776, 2.861, 2.686], [-2.954, 3.619, 3.837], [-2.496, 3.066, 5.016], [-1.898, 1.797, 5.043], [-1.713, 1.056, 3.893], [-2.131, 1.619, 2.688], [-2.112, 1.109, 1.393], [-2.806, 1.956, 0.679], [-3.339, 1.563, -0.618], [-4.093, 2.268, -1.498], [-4.689, 1.215, -2.709], [-3.876, -0.097, -1.975], [-3.203, 0.220, -0.916], [-3.861, 3.738, 1.077], [-3.448, 4.583, 3.816], [-2.623, 3.611, 5.942], [-1.583, 1.383, 5.992], [-1.285, 0.065, 3.922], [-4.338, 3.320, -1.487], [-3.924, -1.113, -2.347], [2.557, -0.067, 5.370], [1.998, 0.835, 4.481], [1.295, 0.378, 3.373], [1.140, -0.984, 3.132], [1.709, -1.883, 4.039], [2.408, -1.430, 5.147], [0.129, -1.648, 1.743], [1.091, -3.142, 1.326], [2.483, -3.093, 1.236], [3.202, -4.203, 0.819], [2.536, -5.374, 0.482], [1.153, -5.430, 0.573], [0.429, -4.323, 0.997], [-1.395, -2.202, 2.533], [-1.641, -2.889, 3.719], [-2.960, -3.131, 4.072], [-3.987, -2.692, 3.235], [-3.716, -2.007, 2.057], [-2.397, -1.723, 1.686], [3.105, 0.286, 6.235], [2.096, 1.902, 4.650], [0.841, 1.102, 2.712], [1.614, -2.948, 3.870], [2.840, -2.145, 5.836], [3.010, -2.181, 1.496], [4.283, -4.153, 0.756], [3.095, -6.241, 0.153], [0.627, -6.340, 0.309], [-0.649, -4.365, 1.048], [-0.829, -3.230, 4.353], [-3.193, -3.665, 4.986], [-5.017, -2.892, 3.515], [-4.538, -1.685, 1.426], [-1.831, -2.726, -1.026], [3.965, -1.507, -2.804], [4.027, -0.877, -1.416], [2.815, 0.045, -1.161], [1.614, -0.350, -2.034], [1.548, -1.881, -2.087], [2.730, -2.416, -2.916], [-0.007, 0.425, -1.565], [-0.714, 0.689, -3.279], [0.171, 1.429, -4.328], [0.518, 0.577, -5.549], [-0.727, 0.050, -6.267], [-1.812, -0.383, -5.261], [-1.202, -0.635, -3.886], [0.328, 2.180, -1.013], [0.975, 2.229, 0.370], [0.562, 3.513, 1.100], [0.464, 4.699, 0.120], [1.399, 4.489, -1.068], [1.010, 3.244, -1.894], [4.875, -2.074, -3.009], [3.923, -0.715, -3.560], [4.954, -0.316, -1.281], [4.037, -1.682, -0.677], [3.089, 1.085, -1.355], [2.536, -0.017, -0.104], [1.806, 0.000, -3.052], [0.604, -2.243, -2.490], [1.586, -2.268, -1.070], [2.437, -2.508, -3.966], [2.978, -3.423, -2.571], [-1.598, 1.310, -3.092], [1.098, 1.786, -3.891], [-0.360, 2.324, -4.672], [1.146, -0.264, -5.238], [1.127, 1.168, -6.237], [-0.444, -0.796, -6.896], [-1.121, 0.816, -6.941], [-2.330, -1.275, -5.621], [-2.571, 0.402, -5.167], [-0.367, -1.334, -3.988], [-1.892, -1.136, -3.214], [-0.710, 2.510, -0.872], [2.061, 2.202, 0.261], [0.694, 1.344, 0.934], [1.280, 3.737, 1.894], [-0.403, 3.362, 1.591], [0.700, 5.634, 0.631], [-0.565, 4.802, -0.245], [2.420, 4.381, -0.690], [1.405, 5.370, -1.714], [1.913, 2.841, -2.358], [0.342, 3.537, -2.705]]
}

Record 2
{
  "formula": "C4H9NO",
  "method": "the ωB97M-V functional and the def2-TZVPD basis",
  "charge": 0,
  "de_lowest_ev": 7.572,
  "gap_ev": [8.3, 8.8],
  "e_homo_ha": [-0.28153, -0.29205],
  "symbols": ["C", "C", "C", "C", "N", "O", "H", "H", "H", "H", "H", "H", "H", "H", "H"],
  "coordinates": [[1.757, 0.564, -0.835], [1.157, 1.478, -1.499], [-1.110, -1.421, -0.204], [-0.490, 0.294, 1.448], [-0.637, -0.042, 0.108], [-0.977, 0.877, -0.751], [2.693, 0.370, -0.566], [1.100, -0.072, -0.279], [1.118, 2.092, -2.339], [-1.011, -1.528, -1.218], [-0.518, -2.125, 0.330], [-2.039, -1.486, 0.229], [0.210, -0.369, 1.901], [0.064, 1.281, 1.474], [-1.317, 0.087, 2.202]]
}

Record 3
{
  "formula": "C7H12",
  "method": "the ωB97M-V functional and the def2-TZVPD basis",
  "charge": 0,
  "de_lowest_ev": 4.975,
  "gap_ev": 9.5,
  "e_homo_ha": -0.31950,
  "symbols": ["C", "C", "C", "C", "C", "C", "C", "H", "H", "H", "H", "H", "H", "H", "H", "H", "H", "H", "H"],
  "coordinates": [[-2.820, 0.012, 0.291], [-1.466, -0.258, -0.360], [-0.502, 0.921, -0.231], [0.829, 0.709, -0.914], [2.061, 1.348, -0.363], [2.174, 0.026, -0.198], [2.657, -0.905, 0.877], [-2.704, 0.232, 1.358], [-3.316, 0.871, -0.175], [-3.485, -0.853, 0.195], [-1.005, -1.144, 0.098], [-1.604, -0.494, -1.424], [-0.328, 1.173, 0.822], [-0.937, 1.816, -0.697], [1.306, -0.625, -0.772], [0.775, 0.523, -1.993], [3.446, -0.364, 1.401], [3.057, -1.849, 0.489], [1.863, -1.139, 1.596]]
}

Record 4
{
  "formula": "C16H28ClN4O4",
  "method": "the ωB97M-V functional and the def2-TZVPD basis",
  "charge": -1,
  "de_lowest_ev": 10.848,
  "gap_ev": 9.6,
  "e_homo_ha": -0.25071,
  "symbols": ["Cl", "O", "O", "O", "O", "C", "C", "C", "C", "N", "H", "H", "H", "H", "H", "H", "H", "C", "C", "C", "C", "N", "H", "H", "H", "H", "H", "H", "H", "C", "C", "C", "C", "N", "H", "H", "H", "H", "H", "H", "H", "C", "C", "C", "C", "N", "H", "H", "H", "H", "H", "H", "H"],
  "coordinates": [[0.832, -0.057, 0.718], [1.591, -0.901, 1.560], [-0.350, -0.806, 0.255], [0.476, 1.183, 1.322], [1.557, 0.270, -0.452], [-0.329, -2.024, -3.086], [0.971, -1.534, -2.264], [1.421, -2.284, -0.930], [2.795, -2.169, -0.385], [3.875, -2.118, 0.026], [-1.252, -2.153, -2.521], [-0.151, -2.965, -3.607], [-0.535, -1.332, -3.902], [0.758, -0.493, -2.020], [1.802, -1.451, -2.965], [1.258, -3.358, -1.017], [0.744, -1.855, -0.192], [-1.742, -2.747, 1.874], [-0.436, -2.054, 2.235], [0.606, -2.830, 3.199], [1.770, -2.007, 3.637], [2.690, -1.408, 4.123], [-1.690, -3.609, 1.209], [-2.410, -2.058, 1.358], [-2.406, -2.979, 2.706], [-0.518, -1.015, 2.556], [0.072, -2.033, 1.270], [1.103, -3.654, 2.688], [-0.021, -3.170, 4.023], [-1.571, 4.035, 0.508], [-0.820, 3.076, 1.410], [-1.835, 1.896, 1.863], [-1.358, 1.271, 3.156], [-1.006, 0.830, 4.147], [-2.350, 4.493, 1.119], [-1.769, 3.361, -0.325], [-0.938, 4.817, 0.088], [-0.457, 3.532, 2.332], [0.002, 2.529, 0.948], [-1.970, 1.072, 1.163], [-2.790, 2.383, 2.061], [-1.055, 1.790, -2.257], [0.293, 1.359, -1.759], [1.469, 1.364, -2.737], [1.653, 2.585, -3.547], [1.805, 3.544, -4.103], [-0.822, 2.654, -2.880], [-1.749, 1.983, -1.439], [-1.555, 1.075, -2.910], [0.188, 0.310, -1.485], [0.548, 2.013, -0.925], [1.148, 0.596, -3.440], [2.456, 1.041, -2.406]]
}

Record 5
{
  "formula": "FeH12O6",
  "method": "the ωB97M-V functional and the def2-TZVPD basis",
  "charge": 2,
  "de_lowest_ev": 6.577,
  "spin_multiplicity": 5,
  "gap_ev": [7.5, 6.3],
  "e_homo_ha": [-0.69293, -0.69245],
  "symbols": ["Fe", "O", "H", "H", "O", "H", "H", "O", "H", "H", "O", "H", "H", "O", "H", "H", "O", "H", "H"],
  "coordinates": [[0.106, 0.053, 0.205], [0.084, 3.247, -0.366], [-0.081, 3.812, -1.121], [0.258, 3.854, 0.353], [-0.445, -0.245, -2.976], [-1.349, -0.528, -3.114], [0.000, -0.449, -3.798], [0.109, 0.716, 3.199], [-0.310, 0.798, 4.056], [0.836, 1.338, 3.227], [3.277, -0.105, -0.183], [3.869, -0.539, -0.798], [3.849, 0.214, 0.515], [-3.168, -0.520, 0.113], [-3.620, -0.344, -0.713], [-3.872, -0.684, 0.741], [0.180, -3.150, 0.204], [0.870, -3.793, 0.043], [-0.593, -3.675, 0.413]]
}

Record 6
{
  "formula": "C4H7NO",
  "method": "the ωB97M-V functional and the def2-TZVPD basis",
  "charge": 0,
  "smiles": "O[C@H]1C[C@H]2N[C@@H]12",
  "de_lowest_ev": 2.692,
  "gap_ev": 10.4,
  "e_homo_ha": -0.34369,
  "symbols": ["O", "C", "C", "C", "N", "C", "H", "H", "H", "H", "H", "H", "H"],
  "coordinates": [[-1.460, -1.193, 1.044], [-0.288, -0.957, 0.316], [-0.383, -0.339, -1.118], [0.663, 0.680, -0.685], [0.026, 1.451, 0.391], [0.679, 0.164, 0.705], [-1.708, -0.380, 1.501], [0.251, -1.908, 0.277], [-1.355, 0.106, -1.345], [-0.078, -1.028, -1.909], [1.487, 1.087, -1.262], [0.671, 2.191, 0.666], [1.496, 0.126, 1.420]]
}

Record 7
{
  "formula": "C3H6O3",
  "method": "the ωB97M-V functional and the def2-TZVPD basis",
  "charge": 0,
  "de_lowest_ev": 3.671,
  "gap_ev": 9.7,
  "e_homo_ha": -0.34750,
  "symbols": ["C", "C", "O", "H", "H", "H", "H", "C", "O", "O", "H", "H"],
  "coordinates": [[1.415, 0.733, -0.256], [0.577, -0.466, 0.098], [0.848, -1.588, -0.222], [0.031, -0.720, 2.022], [1.391, 0.925, -1.328], [1.030, 1.633, 0.216], [2.460, 0.550, -0.016], [-1.119, 0.081, -0.174], [-1.860, -0.889, -0.717], [-1.453, 1.237, -0.190], [-2.777, -0.581, -0.824], [-0.544, -0.914, 1.391]]
}

Record 8
{
  "formula": "C7H13N2P",
  "method": "the ωB97M-V functional and the def2-TZVPD basis",
  "charge": 0,
  "de_lowest_ev": 0.000,
  "spin_multiplicity": 3,
  "gap_ev": [8.9, 7.8],
  "e_homo_ha": [-0.29442, -0.34777],
  "symbols": ["C", "C", "C", "C", "C", "C", "C", "N", "N", "P", "H", "H", "H", "H", "H", "H", "H", "H", "H", "H", "H", "H", "H"],
  "coordinates": [[2.938, 0.157, 0.575], [1.666, 0.872, -1.448], [0.522, 1.314, -0.551], [2.555, -0.118, -0.740], [-0.436, 0.117, -0.239], [-2.784, -0.120, 0.943], [-1.351, 0.419, 0.989], [3.024, 0.346, 1.734], [0.340, -0.977, 0.234], [0.060, -2.540, -0.161], [1.208, 0.374, -2.344], [2.249, 1.817, -1.672], [1.039, 1.828, 0.369], [0.047, 2.168, -1.120], [3.157, -1.007, -1.186], [-1.001, -0.098, -1.062], [-3.067, -0.495, -0.001], [-3.488, 0.667, 1.290], [-2.752, -0.896, 1.677], [-0.865, -0.017, 1.923], [-1.321, 1.495, 1.197], [-0.809, -2.414, -1.155], [-0.931, -2.893, 0.746]]
}